The following is a DFT calculation (ωB97M-V/def2-TZVPD) of the molecule C4H6P2.

Calculated values
total charge: 0
E_tot: -838.57401 Ha
SMILES: C/C=C/C=P#P
HOMO (alpha / beta): -0.2883 / -0.2887 hartree
Kohn-Sham gap (alpha / beta): 6.6 / 6.0 eV
ΔE to the lowest compared entry with this formula, charge and spin: 51.5 kcal per mole

CARTESIAN COORDINATES (ANGSTROEM)
C 0.034 0.986 -0.066
C -1.227 1.455 -0.121
C 0.396 -0.322 -0.152
C 1.684 -1.062 0.176
P -2.787 0.706 0.061
P -3.125 -1.354 -0.011
H 0.755 1.761 -0.086
H -1.347 2.537 -0.228
H 2.549 -0.418 -0.017
H 1.932 -2.002 -0.410
H 1.563 -1.330 1.181
H -0.426 -0.956 -0.329


The following is a DFT calculation (ωB97M-V/def2-TZVPD) of a structure of composition C4H6P2.

Calculated values
total charge: 0
E_tot: -838.50553 Ha
HOMO: -0.2937 hartree
Kohn-Sham gap: 8.4 eV
ΔE to the lowest compared entry with this formula, charge and spin: 94.5 kcal per mole

CARTESIAN COORDINATES (ANGSTROEM)
C 0.891 0.137 0.243
C -0.067 1.159 -0.426
C 0.264 -0.912 -0.462
C -0.440 -0.086 -1.416
P -1.864 0.974 0.139
P -1.522 -1.169 0.080
H 1.886 0.396 -0.119
H 0.786 0.155 1.332
H 0.044 2.229 -0.812
H 0.877 -1.853 -0.804
H -1.619 0.665 1.453
H -1.855 -1.712 -1.082


The following is a DFT calculation (ωB97M-V/def2-TZVPD) of a structure of composition C4H6P2.

Calculated values
total charge: 0
E_tot: -838.51822 Ha
HOMO (alpha / beta): -0.2882 / -0.2898 hartree
Kohn-Sham gap (alpha / beta): 6.9 / 6.8 eV
ΔE to the lowest compared entry with this formula, charge and spin: 86.6 kcal per mole

CARTESIAN COORDINATES (ANGSTROEM)
C 0.840 0.792 0.024
C 0.744 -0.635 0.087
C -0.179 1.802 0.088
C -1.049 -1.825 -0.071
P 2.544 0.992 -0.187
P 2.238 -1.419 0.073
H 0.150 2.671 -0.663
H -0.247 2.099 1.209
H -1.138 1.542 -0.268
H -0.681 -2.767 0.050
H -1.431 -1.775 -1.082
H -1.791 -1.476 0.740


The following is a DFT calculation (ωB97M-V/def2-TZVPD) of the molecule C4H6S.

Calculated values
total charge: 0
E_tot: -554.09771 Ha
SMILES: C1=CCSC1
HOMO: -0.3181 hartree
Kohn-Sham gap: 9.6 eV
ΔE to the lowest compared entry with this formula, charge and spin: 46.7 kcal per mole

CARTESIAN COORDINATES (ANGSTROEM)
C -0.438 1.362 0.075
C -0.635 -1.209 0.144
C 0.823 -0.723 -0.379
C 0.970 0.590 -0.153
H -0.852 2.267 -0.564
H -0.380 1.690 1.140
H -0.868 -2.338 -0.417
H -0.344 -1.642 1.260
H 1.693 -1.415 -0.369
H 1.785 1.370 -0.459
S -1.754 0.049 -0.278


The following is a DFT calculation (ωB97M-V/def2-TZVPD) of the molecule C4H6S.

Calculated values
total charge: 0
E_tot: -553.96215 Ha
SMILES: CC#S#CC
HOMO: -0.3019 hartree
Kohn-Sham gap: 7.3 eV
ΔE to the lowest compared entry with this formula, charge and spin: 131.8 kcal per mole

CARTESIAN COORDINATES (ANGSTROEM)
C 1.415 -0.073 -0.749
C -1.336 -0.203 -0.843
C 2.640 0.230 0.071
C -2.601 -0.171 -0.183
S 0.013 0.048 0.193
H 3.581 0.106 -0.442
H 2.544 -0.653 0.743
H 2.644 1.086 0.814
H -2.634 -0.602 0.894
H -3.508 -0.582 -0.661
H -2.759 0.816 0.162


The following is a DFT calculation (ωB97M-V/def2-TZVPD) of a structure of composition C4H6S2.

Calculated values
total charge: 0
E_tot: -952.16269 Ha
HOMO: -0.3026 hartree
Kohn-Sham gap: 8.8 eV
ΔE to the lowest compared entry with this formula, charge and spin: 129.7 kcal per mole

CARTESIAN COORDINATES (ANGSTROEM)
C 0.373 -0.511 1.363
C 0.234 0.711 -0.939
C -0.986 0.858 -1.701
C -1.100 0.000 -0.416
H 1.400 -0.954 2.172
H -0.599 -0.380 2.128
H 1.074 0.460 -1.630
H -1.709 1.616 -1.780
H -0.768 0.033 -2.708
H -1.610 0.570 0.394
S 0.845 1.127 0.770
S -0.153 -1.608 -0.047


The following is a DFT calculation (ωB97M-V/def2-TZVPD) of the molecule C4H6S2.

Calculated values
total charge: 0
E_tot: -952.31318 Ha
SMILES: S=CC[C@H]1CS1
HOMO: -0.3267 hartree
Kohn-Sham gap: 8.4 eV
ΔE to the lowest compared entry with this formula, charge and spin: 35.3 kcal per mole

CARTESIAN COORDINATES (ANGSTROEM)
C -1.001 -1.008 -0.072
C -0.464 0.166 0.668
C 0.967 0.231 0.274
C 1.299 0.479 -1.140
H -0.502 -1.247 -0.915
H -0.570 0.095 1.803
H -1.155 0.966 0.346
H 1.556 -0.492 0.796
H 2.146 0.022 -1.609
H 0.393 0.801 -1.743
S -2.333 -1.833 0.340
S 1.916 1.874 -0.156


The following is a DFT calculation (ωB97M-V/def2-TZVPD) of the molecule C4H6S3.

Calculated values
total charge: 0
E_tot: -1350.42243 Ha
SMILES: S=CS[C@@H]1C[C@@H]1S
HOMO: -0.3251 hartree
Kohn-Sham gap: 8.4 eV
ΔE to the lowest compared entry with this formula, charge and spin: 78.2 kcal per mole

CARTESIAN COORDINATES (ANGSTROEM)
C -1.107 0.501 0.531
C -1.529 -0.950 0.342
C -0.177 -0.458 0.568
C 2.368 0.138 -0.823
H 0.146 1.844 -1.219
H -1.390 0.713 1.670
H -1.769 -1.367 -0.816
H -2.101 -1.398 1.105
H 0.418 -0.953 1.369
H 3.179 -0.261 -1.490
S -1.461 1.751 -0.713
S 0.833 -0.767 -0.929
S 2.591 1.207 0.406


The following is a DFT calculation (ωB97M-V/def2-TZVPD) of the molecule C4H6S3.

Calculated values
total charge: 0
E_tot: -1350.46309 Ha
SMILES: S=C1[C@H](S)C[C@H]1S
HOMO: -0.3251 hartree
Kohn-Sham gap: 8.1 eV
ΔE to the lowest compared entry with this formula, charge and spin: 52.7 kcal per mole

CARTESIAN COORDINATES (ANGSTROEM)
C -1.006 -0.124 -0.498
C -0.110 -0.975 0.511
C 1.038 0.007 0.441
C 0.060 0.992 -0.105
H -2.947 0.038 0.705
H -0.633 -0.414 -1.409
H -0.416 -0.909 1.551
H 0.275 -2.077 0.307
H 1.881 0.090 1.223
H 2.394 1.002 -0.721
S -2.793 0.004 -0.747
S 2.197 -0.296 -0.977
S 0.061 2.664 -0.283


The following is a DFT calculation (ωB97M-V/def2-TZVPD) of a structure of composition C4H6SSi.

Calculated values
total charge: 0
E_tot: -843.55483 Ha
HOMO: -0.3164 hartree
Kohn-Sham gap: 8.7 eV
ΔE to the lowest compared entry with this formula, charge and spin: 57.2 kcal per mole

CARTESIAN COORDINATES (ANGSTROEM)
C 0.478 -0.391 1.064
C -0.732 -0.401 1.633
C -1.679 -0.020 -0.681
C -0.956 0.912 -1.377
Si 0.685 0.192 -0.804
S -2.291 0.089 1.037
H 1.197 -0.679 1.902
H -1.001 -0.600 2.743
H -1.496 -1.075 -0.858
H 0.742 -1.033 -1.567
H 1.661 1.369 -1.154
H -1.212 1.943 -0.964